No. 1
51
Properties=species:S:1:pos:R:3 method="wB97M-V/def2-TZVPD" orbital_gap_ha=0.26351 smiles="CCOc1ccc(/C=C2/SC(=S)N(CCC(=O)Nc3ccc(C(=O)O)cc3)C2=O)cc1" e_above_lowest_kcal_mol=6.0 lumo_energy_ev=-0.80 homo_ev=-7.97
C -5.525 -0.183 -2.287
C -5.534 1.267 -1.814
H -6.564 1.630 -1.754
H -4.982 1.909 -2.511
O -5.032 1.424 -0.498
C -3.701 1.467 -0.275
C -2.704 1.312 -1.238
C -1.373 1.388 -0.888
C -0.978 1.634 0.432
C -1.995 1.802 1.391
C -3.319 1.710 1.052
H -4.091 1.830 1.795
H -1.727 1.994 2.419
C 0.376 1.777 0.878
C 1.578 1.484 0.318
C 1.944 0.768 -0.897
O 1.222 0.390 -1.801
N 3.306 0.511 -0.915
C 4.065 1.010 0.099
S 5.685 0.867 0.208
S 3.044 1.852 1.237
C 3.845 -0.423 -1.884
C 4.003 -1.815 -1.242
C 2.891 -2.004 -0.214
O 3.094 -1.911 0.973
N 1.663 -2.212 -0.775
C 0.414 -2.054 -0.175
C 0.254 -1.778 1.182
C -1.008 -1.564 1.692
C -2.132 -1.637 0.873
C -1.972 -1.936 -0.478
C -0.712 -2.138 -0.996
H -0.588 -2.349 -2.048
H -2.840 -2.008 -1.114
C -3.455 -1.370 1.462
O -3.651 -1.084 2.618
O -4.466 -1.467 0.581
H -5.298 -1.239 1.024
H -1.145 -1.335 2.738
H 1.118 -1.723 1.823
H 1.625 -2.272 -1.784
H 4.951 -1.865 -0.706
H 3.980 -2.589 -2.009
H 4.810 -0.052 -2.234
H 3.132 -0.442 -2.712
H 0.453 2.199 1.876
H -0.626 1.261 -1.652
H -2.953 1.134 -2.272
H -4.513 -0.577 -2.313
H -5.955 -0.241 -3.283
H -6.111 -0.800 -1.611

---

No. 2
49
Properties=species:S:1:pos:R:3 method="wB97M-V/def2-TZVPD" orbital_gap_ha=0.31445 e_above_lowest_kcal_mol=0.0 lumo_energy_ev=-6.61 homo_ev=-15.16 charge=+2
Pd -0.483 -0.535 -0.645
C -4.556 -0.172 -2.296
C -4.574 -1.171 -3.245
C -3.467 -1.988 -3.351
C -2.367 -1.768 -2.542
N -2.316 -0.759 -1.651
C -3.421 -0.010 -1.529
C -1.215 -2.657 -2.543
C -1.149 -3.779 -3.349
C -0.073 -4.637 -3.246
C 0.898 -4.356 -2.310
C 0.766 -3.217 -1.545
N -0.249 -2.349 -1.659
H -5.406 0.476 -2.135
H -5.440 -1.334 -3.873
H -3.473 -2.806 -4.054
H -3.432 0.724 -0.769
H -1.941 -3.998 -4.047
H -0.013 -5.521 -3.868
H 1.749 -5.006 -2.158
H 1.490 -3.026 -0.793
O 4.612 1.231 3.653
C 4.847 0.156 2.777
C 3.626 -0.032 1.925
C 3.566 -1.011 0.946
C 2.424 -1.140 0.193
N 1.328 -0.379 0.352
C 1.408 0.593 1.277
C 2.521 0.783 2.070
C 0.271 1.495 1.324
C 0.206 2.554 2.202
C -0.832 3.468 2.126
C -0.832 4.671 3.043
O 0.341 5.433 2.841
C -1.765 3.272 1.129
C -1.646 2.180 0.293
N -0.672 1.268 0.386
H 5.392 1.387 4.195
H 5.039 -0.779 3.313
H 5.702 0.335 2.119
H 4.406 -1.667 0.753
H 2.412 -1.856 -0.590
H 2.562 1.580 2.795
H 0.981 2.702 2.939
H -0.799 4.330 4.077
H -1.743 5.256 2.911
H 0.230 6.015 2.083
H -2.586 3.962 0.985
H -2.329 2.082 -0.508

---

No. 3
57
Properties=species:S:1:pos:R:3 method="wB97M-V/def2-TZVPD" orbital_gap_ha=0.28580 e_above_lowest_kcal_mol=2.4 lumo_energy_ev=-3.44 homo_ev=-11.21 charge=+1
Al 0.339 -0.226 -1.116
S -0.245 -1.662 -2.825
C 1.501 -1.639 -2.929
C 2.334 -2.402 -3.739
C 3.699 -2.216 -3.621
C 4.216 -1.291 -2.713
C 3.335 -0.570 -1.942
N 2.013 -0.743 -2.061
H 1.914 -3.121 -4.428
H 4.372 -2.798 -4.237
H 5.281 -1.141 -2.610
H 3.658 0.165 -1.214
F 2.016 -4.448 7.042
C 1.565 -3.181 7.094
F 2.481 -2.464 7.763
F 0.442 -3.192 7.828
C 1.328 -2.633 5.713
C 0.079 -2.765 5.124
C -0.125 -2.298 3.837
C 0.920 -1.698 3.135
C 2.173 -1.573 3.737
C 2.375 -2.038 5.024
C 0.705 -1.211 1.802
C 0.499 -0.786 0.686
H -0.731 -3.226 5.671
H -1.096 -2.392 3.370
H 2.983 -1.107 3.193
H 3.343 -1.937 5.495
C -4.084 -0.988 -0.620
C -3.991 0.067 -1.722
S -2.779 1.273 -1.275
O -1.508 0.537 -1.190
O -3.176 2.029 -0.126
C -2.644 2.381 -2.676
C -1.827 3.638 -2.339
N -0.600 3.291 -1.602
C 0.274 2.376 -2.061
N 0.905 1.769 -1.054
C 0.464 2.370 0.110
C -0.467 3.284 -0.218
N -1.176 4.167 0.673
O -1.017 3.968 1.852
O -1.833 5.061 0.172
C 0.467 2.033 -3.497
H -4.956 -1.610 -0.808
H -4.203 -0.526 0.359
H -3.200 -1.623 -0.610
H -4.926 0.608 -1.868
H -3.657 -0.354 -2.673
H -3.663 2.672 -2.936
H -2.223 1.801 -3.498
H -2.396 4.314 -1.712
H -1.570 4.161 -3.257
H 0.813 2.077 1.085
H 0.042 2.791 -4.151
H 0.022 1.062 -3.738
H 1.534 1.963 -3.699

---

No. 4
51
Properties=species:S:1:pos:R:3 method="wB97M-V/def2-TZVPD" orbital_gap_ha="0.20616 / 0.18754" e_above_lowest_kcal_mol=20.9 lumo_energy_ev="-7.97 / -8.39" homo_ev="-13.58 / -13.50" charge=+2
Au 0.502 -1.020 0.330
N 0.519 -0.270 2.493
C 1.880 0.010 2.904
C 2.215 0.271 4.199
C 3.549 0.569 4.553
C 4.520 0.613 3.596
C 4.202 0.333 2.246
C 5.161 0.346 1.211
C 4.791 0.037 -0.067
C 3.457 -0.308 -0.320
N 2.537 -0.321 0.622
C 2.873 0.010 1.905
H 0.023 -0.784 3.212
H 0.007 0.597 2.327
H 1.450 0.265 4.967
H 3.790 0.770 5.587
H 5.543 0.851 3.856
H 6.189 0.593 1.445
H 5.503 0.029 -0.879
H 3.148 -0.594 -1.318
C -1.417 -2.870 2.353
C -1.925 -2.935 0.946
C -3.083 -3.679 0.658
C -3.566 -3.719 -0.614
C -2.883 -3.040 -1.642
C -3.344 -3.037 -2.982
C -2.667 -2.353 -3.961
C -1.494 -1.668 -3.639
C -0.986 -1.688 -2.340
S 0.559 -1.025 -2.061
C -1.716 -2.339 -1.301
N -1.283 -2.267 -0.007
H -1.855 -3.659 2.959
H -1.706 -1.914 2.799
H -0.332 -2.974 2.378
H -3.580 -4.202 1.462
H -4.467 -4.274 -0.848
H -4.255 -3.572 -3.217
H -3.032 -2.344 -4.979
H -0.943 -1.138 -4.406
S -0.953 1.500 -0.346
C 0.151 2.739 -0.593
N 0.183 3.515 -1.664
C 0.989 4.738 -1.586
C 2.096 4.421 -0.587
S 1.328 3.246 0.580
H -0.533 3.404 -2.369
H 0.366 5.562 -1.236
H 1.391 4.990 -2.564
H 2.430 5.304 -0.050
H 2.949 3.937 -1.058

---

No. 5
60
Properties=species:S:1:pos:R:3 method="wB97M-V/def2-TZVPD" orbital_gap_ha="0.20741 / 0.27490" spin_multiplicity=3 s2=2.0152 e_above_lowest_kcal_mol=0.0 lumo_energy_ev="2.82 / 2.66" homo_ev="-2.82 / -4.82" charge=-1
Ti 1.062 -0.953 -0.729
N 3.951 2.000 -2.494
C 2.996 1.253 -1.818
S 2.399 -0.160 -2.655
N 2.611 1.717 -0.674
N 1.638 0.941 -0.065
C 1.220 1.364 1.125
C 1.710 2.617 1.747
C 1.436 3.854 1.167
C 1.883 5.024 1.756
C 2.618 4.977 2.935
C 2.904 3.751 3.516
C 2.453 2.579 2.923
C 0.306 0.504 1.780
C -0.186 0.713 3.090
C -1.003 -0.220 3.660
C -1.349 -1.377 2.931
C -0.854 -1.518 1.663
N -0.037 -0.623 1.074
H 4.511 1.465 -3.136
H 4.477 2.607 -1.882
H 0.871 3.888 0.244
H 1.660 5.978 1.294
H 2.969 5.893 3.395
H 3.484 3.704 4.430
H 2.686 1.619 3.367
H 0.092 1.614 3.619
H -1.380 -0.069 4.664
H -2.006 -2.132 3.335
H -1.103 -2.385 1.066
C -1.650 2.092 -2.636
C -0.539 1.612 -1.939
N -0.658 0.313 -1.686
N -1.836 -0.069 -2.228
C -2.450 0.981 -2.793
B -2.422 -1.467 -2.137
N -3.006 -1.732 -0.730
C -3.356 -2.930 -0.222
C -4.079 -2.711 0.932
C -4.133 -1.310 1.027
N -3.499 -0.730 0.019
N -1.349 -2.523 -2.468
C -1.528 -3.608 -3.237
C -0.326 -4.279 -3.343
C 0.555 -3.494 -2.597
N -0.065 -2.442 -2.076
H -1.828 3.096 -2.977
H 0.344 2.152 -1.642
H -3.412 0.850 -3.257
H -3.291 -1.590 -2.971
H -3.056 -3.847 -0.704
H -4.490 -3.448 1.601
H -4.587 -0.700 1.793
H -2.498 -3.811 -3.657
H -0.116 -5.184 -3.884
H 1.607 -3.645 -2.408
O 2.986 -1.657 0.073
N 2.430 -2.567 0.767
O 2.932 -3.055 1.744
O 1.299 -2.922 0.308

---

No. 6
52
Properties=species:S:1:pos:R:3 method="wB97M-V/def2-TZVPD" orbital_gap_ha="0.22070 / 0.06207" spin_multiplicity=2 s2=0.7604 lumo_energy_ev="-4.59 / -8.90" homo_ev="-10.59 / -10.59" charge=+1
C 7.468 -2.713 -1.383
Br 7.196 -1.400 0.063
Br 7.622 -1.647 -3.057
Br 5.805 -3.874 -1.417
H 8.327 -3.350 -1.171
C 2.467 -2.636 0.229
C 1.231 -2.468 0.843
C 0.727 -1.188 1.045
C 1.447 -0.034 0.644
C 2.728 -0.177 0.047
C 3.181 -1.521 -0.149
N 0.975 1.305 1.088
O -0.203 1.423 1.466
O 1.747 2.259 0.940
H 2.883 -3.620 0.071
H 0.793 -3.387 1.202
H -0.174 -1.126 1.637
H 3.373 0.643 -0.233
H 4.129 -1.672 -0.644
N -3.649 -1.649 2.064
C -3.344 -0.372 1.801
C -4.185 0.434 1.071
C -5.321 -0.220 0.514
C -5.650 -1.547 0.878
C -4.790 -2.251 1.725
H -2.439 0.023 2.239
H -3.860 1.442 0.861
H -5.972 0.188 -0.244
H -6.530 -1.997 0.443
H -5.014 -3.298 1.868
N -1.116 -4.955 -0.329
C -1.776 -3.813 -0.073
C -1.966 -2.788 -0.981
C -1.401 -3.007 -2.228
C -0.660 -4.139 -2.510
C -0.564 -5.126 -1.512
H -2.208 -3.600 0.894
H -2.562 -1.945 -0.664
H -1.431 -2.176 -2.918
H -0.400 -4.421 -3.520
H -0.036 -6.045 -1.718
N -0.374 8.276 -0.484
C 0.540 8.375 0.474
C 1.167 7.226 1.011
C 0.754 5.958 0.562
C -0.127 5.891 -0.480
C -0.657 7.047 -1.036
H 0.731 9.368 0.852
H 1.781 7.237 1.899
H 1.042 5.054 1.079
H -0.522 4.932 -0.781
H -1.183 7.084 -1.978

---

No. 7
51
Properties=species:S:1:pos:R:3 method="wB97M-V/def2-TZVPD" orbital_gap_ha="0.15414 / 0.17413" spin_multiplicity=5 s2=6.0431 e_above_lowest_kcal_mol=0.0 lumo_energy_ev="4.82 / 4.81" homo_ev="0.63 / 0.08" charge=-2
Cr -0.526 -0.530 0.047
C -3.137 1.462 -0.824
N -2.100 1.274 0.196
C -1.291 2.480 0.354
C -0.376 2.664 -0.854
N 0.481 1.506 -1.119
C 0.383 1.003 -2.486
C 1.829 1.694 -0.641
C 2.770 2.307 -1.461
C 4.067 2.549 -1.031
C 4.417 2.167 0.259
C 3.486 1.557 1.079
C 2.166 1.296 0.669
S 1.065 0.487 1.753
C -2.704 0.725 1.386
C -2.911 1.496 2.520
C -3.506 0.951 3.653
C -3.909 -0.374 3.631
C -3.713 -1.144 2.499
C -3.103 -0.636 1.342
S -2.785 -1.653 -0.064
H -3.848 2.235 -0.495
H -3.654 0.520 -0.991
H -2.685 1.771 -1.765
H -0.677 2.365 1.246
H -1.926 3.378 0.460
H 0.229 3.563 -0.685
H -0.971 2.856 -1.751
H 0.689 1.738 -3.248
H -0.656 0.725 -2.680
H 0.974 0.090 -2.560
H 2.485 2.596 -2.466
H 4.789 3.013 -1.693
H 5.427 2.329 0.621
H 3.768 1.234 2.074
H -2.581 2.527 2.534
H -3.633 1.556 4.543
H -4.362 -0.820 4.510
H -3.995 -2.190 2.493
Cl 2.338 -2.359 -3.292
C 1.960 -3.435 -1.940
C 2.473 -4.706 -1.988
C 2.229 -5.626 -0.966
C 1.439 -5.186 0.104
C 0.929 -3.913 0.151
Cl -0.059 -3.503 1.546
C 1.124 -2.878 -0.870
N 0.667 -1.681 -0.880
H 3.078 -4.987 -2.845
H 2.630 -6.631 -0.999
H 1.214 -5.859 0.925

---

No. 8
60
Properties=species:S:1:pos:R:3 method="wB97M-V/def2-TZVPD" orbital_gap_ha=0.32413 smiles="C[C@@H](F)CN(OC#N)S(=O)(=O)F.O=[N+]([O-])c1ccccc1.O=[N+]([O-])c1ccccc1.O=[N+]([O-])c1ccccc1" lumo_energy_ev=-1.28 homo_ev=-10.10
C 4.177 0.430 -0.651
C 3.645 1.896 -0.253
F 4.451 2.842 -1.034
C 2.107 2.175 -0.619
N 1.137 1.214 -0.001
O 1.047 0.045 -0.741
C 1.306 -1.079 0.131
N 1.425 -1.807 1.097
S -0.500 1.859 -0.100
O -1.482 0.948 0.617
O -0.622 3.223 0.520
F -0.825 1.930 -1.769
H 3.516 0.070 -1.526
H 5.272 0.467 -0.986
H 4.064 -0.251 0.277
H 3.893 2.149 0.851
H 1.856 3.232 -0.209
H 1.896 2.239 -1.753
C -4.622 -1.929 -1.235
C -3.333 -1.409 -1.159
C -2.267 -2.103 -1.720
C -2.503 -3.319 -2.360
C -3.790 -3.849 -2.434
C -4.851 -3.149 -1.867
N -1.386 -4.041 -2.974
O -0.267 -3.553 -2.874
O -1.635 -5.088 -3.556
H -5.453 -1.381 -0.801
H -3.160 -0.458 -0.664
H -1.268 -1.686 -1.654
H -3.982 -4.797 -2.926
H -5.857 -3.551 -1.921
C 3.805 -6.177 2.889
C 4.238 -5.833 1.611
C 5.022 -4.699 1.423
C 5.370 -3.918 2.524
C 4.933 -4.253 3.805
C 4.148 -5.387 3.983
N 6.216 -2.737 2.334
O 6.566 -2.463 1.192
O 6.529 -2.093 3.326
H 3.198 -7.066 3.033
H 3.967 -6.452 0.762
H 5.353 -4.443 0.422
H 5.196 -3.648 4.666
H 3.805 -5.658 4.976
C -2.774 5.319 0.725
C -3.350 6.527 1.109
C -4.471 7.009 0.439
C -5.010 6.269 -0.613
C -4.433 5.062 -1.007
C -3.311 4.590 -0.333
N -6.204 6.760 -1.304
O -6.672 7.832 -0.944
O -6.669 6.068 -2.201
H -1.904 4.943 1.253
H -2.927 7.091 1.933
H -4.910 7.951 0.748
H -4.843 4.483 -1.827
H -2.857 3.651 -0.630